(1)
C35H32AsBaCl5N5O2S2 as an isolated structure at a distorted geometry. Source: the Open Molecules 2025 dataset; level of theory: ωB97M-V/def2-TZVPD.

Geometry (Å):
Ba  -0.80738  0.17437  0.02132
N  7.38911  0.65829  2.08255
C  6.00321  0.54578  2.36111
C  5.15530  -0.37141  1.68523
C  3.77990  -0.45508  1.92711
C  3.28069  0.27873  2.97739
C  3.99887  1.16393  3.69977
C  5.37135  1.33197  3.36833
S  1.53434  0.30537  3.28341
O  1.23136  0.91195  4.50695
O  1.01372  -1.01675  3.09963
N  0.93243  1.08671  2.01011
C  0.78767  2.39620  2.05808
N  1.39538  3.29178  2.82761
C  0.84263  4.53520  2.85721
C  -0.29359  4.84683  2.10968
C  -0.68538  3.89542  1.14247
N  -0.15951  2.71852  1.06512
H  7.79021  -0.22670  1.79836
H  7.89140  1.07419  2.85783
H  5.57749  -0.91347  0.83449
H  3.14866  -1.05825  1.31955
H  3.48506  1.78199  4.45120
H  5.96092  2.16841  3.79296
H  1.41519  5.11130  3.57957
H  -0.85423  5.80189  2.14358
H  -1.43261  4.21553  0.40476
S  -1.86815  2.08618  -4.57037
C  -0.13496  2.35191  -4.47586
C  0.78477  2.60077  -5.45601
C  2.13759  2.70915  -5.12972
C  2.44279  2.78542  -3.78558
C  1.51320  2.54688  -2.79191
C  0.17164  2.29765  -3.14597
N  -0.86437  2.09633  -2.23461
C  -2.02635  1.96252  -2.85610
C  -3.32947  1.64930  -2.15656
C  -4.46209  1.95459  -2.90378
C  -5.75109  1.63748  -2.43718
C  -5.84852  1.13600  -1.14375
C  -4.68881  0.65474  -0.51119
C  -3.37091  1.06242  -0.90085
H  0.45566  2.64256  -6.52946
H  2.93570  2.63604  -5.85151
H  3.42561  2.88860  -3.48068
H  1.75587  2.43273  -1.76616
H  -4.33155  2.34331  -3.90447
H  -6.68443  1.96413  -2.84174
H  -6.79692  0.94344  -0.71769
H  -4.72069  -0.03414  0.37124
Cl  3.18467  -1.01634  -1.59587
C  1.84590  -0.96651  -2.75638
C  0.54347  -0.97669  -2.25901
C  -0.37671  -1.15420  -3.28000
Cl  -2.02371  -1.53078  -2.73848
C  -0.09385  -1.15760  -4.61394
Cl  -1.28817  -1.29768  -5.86021
C  1.20622  -0.91765  -5.02416
Cl  1.57704  -0.31697  -6.62237
C  2.22747  -0.83632  -4.07486
Cl  3.90048  -0.87971  -4.51867
C  -2.98189  -1.28139  2.96989
C  -2.07226  -2.49190  3.08884
As  -1.42884  -3.20113  1.35237
C  -3.11300  -3.90183  0.61199
C  -4.10064  -4.47042  1.60937
C  -0.48287  -4.84255  1.81178
C  0.63947  -4.58484  2.81782
H  -3.28526  -0.86683  3.97022
H  -3.92362  -1.54096  2.30374
H  -2.54248  -0.46117  2.48855
H  -2.62442  -3.21531  3.72555
H  -1.15693  -2.29317  3.61719
H  -2.84466  -4.45530  -0.27464
H  -3.60909  -3.03989  0.19823
H  -3.62804  -5.16615  2.36652
H  -5.03484  -4.88428  1.13750
H  -4.37101  -3.71191  2.21732
H  -0.19036  -5.27284  0.78092
H  -1.20247  -5.57317  2.18999
H  0.18900  -4.12277  3.73270
H  1.30866  -3.76876  2.43736
H  1.25604  -5.40366  3.14527

ΔE to the lowest compared entry with this formula, charge and spin ... 18.73 kJ/mol
Net charge ... -1
2S+1 ... 1
LUMO ... 2.36 eV
Kohn-Sham gap ... 7.3629 eV

How is the electron density shared among the atoms? According to Mulliken, the charges in e are: atom 1 (Ba): 1.718, atom 2 (N): -0.619, atom 3 (C): 0.778, atom 4 (C): -0.721, atom 5 (C): -0.330, atom 6 (C): -0.253, atom 7 (C): -0.309, atom 8 (C): -0.638, atom 9 (S): 0.765, atom 10 (O): -0.684, atom 11 (O): -0.587, atom 12 (N): 0.297, atom 13 (C): -0.156, atom 14 (N): -0.499, atom 15 (C): -0.261, atom 16 (C): -0.899, atom 17 (C): -0.179, atom 18 (N): 0.376, atom 19 (H): 0.246, atom 20 (H): 0.240, atom 21 (H): 0.278, atom 22 (H): 0.462, atom 23 (H): 0.416, atom 24 (H): 0.227, atom 25 (H): 0.435, atom 26 (H): 0.310, atom 27 (H): 0.404, atom 28 (S): -0.320, atom 29 (C): 1.202, atom 30 (C): -0.628, atom 31 (C): -0.249, atom 32 (C): -0.907, atom 33 (C): -0.591, atom 34 (C): -0.755, atom 35 (N): -0.132, atom 36 (C): -0.222, atom 37 (C): 0.876, atom 38 (C): -0.595, atom 39 (C): -0.905, atom 40 (C): -0.600, atom 41 (C): -0.510, atom 42 (C): 0.370, atom 43 (H): 0.276, atom 44 (H): 0.417, atom 45 (H): 0.461, atom 46 (H): 0.707, atom 47 (H): 0.386, atom 48 (H): 0.335, atom 49 (H): 0.433, atom 50 (H): 0.074, atom 51 (Cl): -0.227, atom 52 (C): 0.225, atom 53 (C): -1.333, atom 54 (C): 1.154, atom 55 (Cl): -0.097, atom 56 (C): -0.336, atom 57 (Cl): -0.168, atom 58 (C): 0.471, atom 59 (Cl): -0.161, atom 60 (C): -0.302, atom 61 (Cl): -0.203, atom 62 (C): -1.021, atom 63 (C): -0.462, atom 64 (As): 0.274, atom 65 (C): -0.537, atom 66 (C): -1.214, atom 67 (C): -0.661, atom 68 (C): -0.864, atom 69 (H): 0.356, atom 70 (H): 0.053, atom 71 (H): 0.246, atom 72 (H): 0.404, atom 73 (H): 0.393, atom 74 (H): 0.559, atom 75 (H): 0.201, atom 76 (H): 0.220, atom 77 (H): 0.342, atom 78 (H): 0.324, atom 79 (H): 0.325, atom 80 (H): 0.362, atom 81 (H): 0.225, atom 82 (H): 0.089, atom 83 (H): 0.425

(2)
One molecule with the formula C4H9N3O at a distorted geometry. Source: the Open Molecules 2025 dataset; level of theory: ωB97M-V/def2-TZVPD.

Geometry (Å):
C  -0.26104  0.64221  2.37743
N  -0.72245  -0.18827  -0.52592
C  -0.44897  -1.04787  0.51987
N  0.75010  0.58810  -2.90152
C  0.71074  1.27212  -1.70491
C  -0.17188  -0.72952  1.78725
O  -0.40974  -2.34373  0.04579
N  0.11208  0.98636  -0.62439
H  -0.32906  -2.95024  0.79117
H  -0.81129  -0.73234  -1.38560
H  0.15827  -0.20980  -3.03972
H  0.96571  1.11043  -3.73167
H  1.29401  2.18559  -1.69924
H  0.04123  -1.54089  2.47870
H  0.60208  0.84579  3.00026
H  -0.32659  1.38513  1.60102
H  -1.15319  0.72694  3.01149

ΔE to the lowest compared entry with this formula, charge and spin ... 239.02 kJ/mol
2S+1 ... 1
LUMO ... 0.78 eV
Kohn-Sham gap ... 8.4160 eV

How is the electron density shared among the atoms? According to Mulliken, the charges in e are: atom 1 (C): -1.058, atom 2 (N): -0.175, atom 3 (C): 0.594, atom 4 (N): -0.412, atom 5 (C): -0.030, atom 6 (C): -0.416, atom 7 (O): -0.539, atom 8 (N): -0.409, atom 9 (H): 0.318, atom 10 (H): 0.296, atom 11 (H): 0.171, atom 12 (H): 0.229, atom 13 (H): 0.338, atom 14 (H): 0.226, atom 15 (H): 0.292, atom 16 (H): 0.330, atom 17 (H): 0.247